The following is a DFT calculation (wB97M-V/def2-TZVPD) of C5H7N in the gas phase.

```
13
Properties=species:S:1:pos:R:3:forces:R:3:mulliken_charge:R:1
C 1.960168 0.000579 -0.098045 0.1 0.0 0.0 -1.13
C 0.462681 -0.032188 -0.002012 -0.1 -0.1 0.0 0.79
C -0.399073 1.099255 0.111313 0.0 0.0 0.0 -0.53
C -1.693444 0.644778 0.109876 0.0 0.0 0.0 -0.51
N -1.655701 -0.718832 0.001572 0.0 0.0 0.0 0.02
C -0.350506 -1.138642 -0.062900 0.1 0.0 0.0 -0.78
H 2.407493 -0.951682 0.207846 -0.1 0.2 -0.1 0.32
H 2.284762 0.208234 -1.125392 0.0 0.0 0.2 0.23
H 2.378088 0.787301 0.540785 -0.1 -0.1 -0.1 0.30
H -0.085887 2.133540 0.188549 -0.1 -0.2 0.0 0.36
H -2.633832 1.175138 0.178148 0.2 -0.1 0.0 0.37
H -2.461054 -1.321862 -0.015519 0.1 0.1 0.0 0.19
H -0.108085 -2.189586 -0.150089 0.0 0.2 0.0 0.36
```
Positions in Å, forces in eV/Å.

Computed properties:
E_LUMO ... 1.1 eV
SMILES ... Cc1cc[nH]c1
HOMO energy ... -8.1 eV
Relative energy (zero: lowest compared OMol25 entry of this formula, charge and spin) ... 1.6 kcal per mole
Kohn-Sham gap ... 9.209 eV